Record 1
DFT (the ωB97M-V functional and the def2-TZVPD basis) results for one molecule with the formula C4H7NO.

Each line ends with the natural charge from an NBO analysis.
Cartesian coordinates (Å):
C: 0.901 0.841 -1.288  -0.253
N: 1.545 0.020 -0.265  -0.578
C: 0.256 -0.404 -0.800  -0.120
C: -0.947 -0.341 0.099  0.043
C: -0.845 -0.505 1.550  -0.112
O: -0.976 0.785 0.962  -0.497
H: 0.478 1.795 -0.981  0.205
H: 1.407 0.847 -2.251  0.198
H: 1.385 0.469 0.636  0.350
H: 0.298 -1.283 -1.440  0.205
H: -1.902 -0.651 -0.323  0.189
H: -1.721 -0.816 2.116  0.186
H: 0.121 -0.756 1.986  0.183

Results
HOMO: -9.5 eV
Gap between HOMO and LUMO: 10.695 eV
Relative energy (zero: lowest compared OMol25 entry of this formula, charge and spin): 2.9922 eV
SMILES: C1N[C@H]1[C@H]1CO1
Spin multiplicity: 1
Charge: 0



Record 2
DFT (the ωB97M-V functional and the def2-TZVPD basis) results for a 2-piece molecular cluster, C4H13N2S2 overall at a distorted geometry.

Each line ends with the natural charge from an NBO analysis.
Cartesian coordinates (Å):
N: -1.252 0.794 -0.910  -0.817
C: -1.268 -0.608 -1.552  -0.243
C: 0.043 -1.002 -2.135  -0.594
S: 1.137 -1.857 -0.936  0.116
S: 0.756 -2.077 0.878  0.106
C: 1.182 -0.589 2.107  -0.567
C: 0.294 0.610 1.810  -0.245
N: 0.834 1.443 0.595  -0.835
H: -1.665 0.644 -0.015  0.386
H: -1.983 1.400 -1.427  0.428
H: 0.114 1.194 -0.603  0.483
H: -2.140 -0.575 -2.414  0.233
H: -1.566 -1.242 -0.710  0.225
H: 0.605 -0.217 -2.676  0.250
H: -0.189 -1.908 -2.847  0.273
H: 2.329 -0.405 2.158  0.248
H: 0.801 -0.922 3.190  0.272
H: -0.714 0.215 1.389  0.195
H: 0.295 1.286 2.749  0.242
H: 0.501 2.455 0.670  0.418
H: 1.886 1.361 0.677  0.427

Results
HOMO: -12.2 eV
Gap between HOMO and LUMO: 9.153 eV
Relative energy (zero: lowest compared OMol25 entry of this formula, charge and spin): 3.3359 eV
Spin multiplicity: 1
Charge: +1



Record 3
DFT (the ωB97M-V functional and the def2-TZVPD basis) results for one molecule with the formula C3H4N2O2S at a distorted geometry.

Each line ends with the natural charge from an NBO analysis.
Cartesian coordinates (Å):
N: 0.391 -2.605 0.285  -1.062
S: 1.152 -1.308 0.145  1.821
O: 1.737 -1.136 -1.147  -0.934
C: 0.045 0.267 0.267  -0.110
C: -0.049 1.304 -0.659  -0.349
C: -1.374 1.735 -0.444  0.142
O: -1.945 1.041 0.519  -0.233
N: -1.060 0.142 0.979  -0.130
H: -0.025 -2.623 1.168  0.369
H: 2.264 -1.019 1.134  0.012
H: 0.702 1.611 -1.307  0.253
H: -1.838 2.589 -0.939  0.221

Results
HOMO: -10.2 eV
Gap between HOMO and LUMO: 10.436 eV
Relative energy (zero: lowest compared OMol25 entry of this formula, charge and spin): 5.6862 eV
SMILES: N=[S@@H](=O)c1ccon1
Spin multiplicity: 1
Charge: 0



Record 4
DFT (the ωB97M-V functional and the def2-TZVPD basis) results for a 2-piece molecular cluster, C8H9O2 overall at a distorted geometry.

Each line ends with the natural charge from an NBO analysis.
Cartesian coordinates (Å):
C: 0.231 2.076 1.752  -0.015
C: -0.273 2.126 0.462  -0.259
C: 1.024 0.922 2.211  -0.290
C: 1.172 -0.090 1.342  0.254
C: 0.190 1.076 -0.388  0.386
C: -0.565 -2.474 -1.076  -0.235
C: -0.149 1.043 -1.744  -0.078
C: -0.461 1.078 -2.912  -0.005
O: 0.766 -0.042 0.047  -0.323
O: -0.692 -2.316 0.299  -0.789
H: -0.007 2.916 2.411  0.259
H: -0.802 2.905 -0.103  0.281
H: 1.181 0.829 3.296  0.282
H: 1.722 -1.023 1.554  0.253
H: -0.533 -3.508 -1.238  0.194
H: -0.811 1.273 -3.854  0.249
H: -1.189 -1.770 -1.716  0.165
H: 0.407 -2.187 -1.253  0.168
H: -1.211 -2.834 0.911  0.503

Results
HOMO: -13.6 eV
Gap between HOMO and LUMO: 7.816 eV
Relative energy (zero: lowest compared OMol25 entry of this formula, charge and spin): 0.7745 eV
Spin multiplicity: 1
Charge: +1